Here is a molecular structure, C39H35MnN4O5P2Te from OMol25. Energies are from ωB97M-V with the def2-TZVPD basis set.

Properties
net charge	-1
multiplicity	6
HOMO energy (alpha / beta)	-3.69 / -4.05	eV
F_max	0.6	eV/Å
expectation value of S²	8.759
relative energy (zero: lowest compared OMol25 entry of this formula, charge and spin)	213.5	kJ/mol
energy	-4204.2415	hartree

Element x y z (Å)
Mn: -0.5996 -0.3038 1.8151
C: 3.1231 -1.2084 2.8618
C: 2.3084 -0.1968 3.5793
N: 1.2111 0.3629 3.1384
C: 0.6969 1.1192 4.1645
C: 1.5283 1.0381 5.2443
N: 2.5776 0.2175 4.8421
C: 1.4747 1.5944 6.6141
O: 2.6955 2.0429 7.0580
O: 0.5316 1.5779 7.3436
C: -0.6389 1.8031 3.9732
O: -0.9113 2.7866 4.6441
O: -1.3444 1.2269 3.0809
H: 2.6448 -1.4357 1.9098
H: 3.1790 -2.1287 3.4444
H: 4.1347 -0.8508 2.6641
H: 3.2688 -0.1944 5.4478
H: 3.2517 2.2176 6.2889
N: -1.7966 -3.1099 4.8835
C: -1.0762 -2.7188 3.7967
O: -0.1164 -1.9663 3.9253
C: -1.5194 -3.2211 2.4478
C: -1.8829 -2.0332 1.5503
H: -1.6428 -2.5946 5.7357
H: -2.6904 -3.5461 4.7400
H: -2.3128 -3.9730 2.5795
H: -0.6552 -3.7441 2.0267
H: -2.8897 -1.6869 1.8314
H: -1.9732 -2.3849 0.5168
Te: 0.9289 2.4750 -1.0531
C: 1.8686 2.4708 -2.9302
C: 3.0922 3.0978 -3.1252
C: 3.6755 3.0520 -4.3821
N: 3.1414 2.4410 -5.4359
C: 1.9651 1.8480 -5.2338
C: 1.2953 1.8309 -4.0233
C: -0.2032 0.7072 -1.3630
P: 0.7950 -0.5812 -0.4829
C: 2.4765 -0.4685 -1.2106
C: 2.7251 -0.8354 -2.5293
C: 3.9932 -0.7067 -3.0761
C: 5.0358 -0.2202 -2.3027
C: 4.8035 0.1421 -0.9825
C: 3.5307 0.0216 -0.4462
C: 0.3359 -2.2329 -1.1409
C: 0.7393 -3.3608 -0.4316
C: 0.4056 -4.6314 -0.8674
C: -0.3499 -4.7934 -2.0229
C: -0.7481 -3.6776 -2.7421
C: -0.4001 -2.4070 -2.3040
P: -1.6978 0.8994 -0.3072
C: -3.0366 0.0214 -1.2142
C: -2.9827 -0.1503 -2.5918
C: -4.0245 -0.7619 -3.2742
C: -5.1393 -1.2050 -2.5785
C: -5.2108 -1.0189 -1.2040
C: -4.1674 -0.4080 -0.5280
C: -2.3070 2.6068 -0.4911
C: -2.4805 3.2200 -1.7311
C: -2.9724 4.5087 -1.8056
C: -3.2967 5.1976 -0.6400
C: -3.1248 4.5934 0.5939
C: -2.6290 3.2955 0.6712
H: 3.6118 3.5931 -2.3150
H: 4.6378 3.5282 -4.5428
H: 1.5303 1.3471 -6.0931
H: 0.3594 1.2993 -3.9034
H: 1.9150 -1.2124 -3.1405
H: 4.1616 -0.9733 -4.1105
H: 6.0241 -0.1135 -2.7308
H: 5.6080 0.5345 -0.3738
H: 3.3381 0.3534 0.5678
H: 1.3046 -3.2425 0.4875
H: 0.7183 -5.4967 -0.2956
H: -0.6269 -5.7854 -2.3571
H: -1.3357 -3.7923 -3.6443
H: -0.6988 -1.5344 -2.8645
H: -2.1093 0.2180 -3.1168
H: -3.9687 -0.8895 -4.3484
H: -5.9521 -1.6895 -3.1049
H: -6.0806 -1.3583 -0.6555
H: -4.2270 -0.2723 0.5442
H: -2.2105 2.6834 -2.6326
H: -3.0986 4.9844 -2.7697
H: -3.6791 6.2089 -0.6996
H: -3.3665 5.1273 1.5031
H: -2.4683 2.8231 1.6345

***

Here is C22H27N3O5S in the gas phase from OMol25. Energies are from ωB97M-V with the def2-TZVPD basis set.

Properties
structure (SMILES)	O=C(Nc1ccc(S(=O)(=O)N2CCCCC2)cc1)C1CCN(C(=O)c2ccco2)CC1
HOMO energy	-8.84	eV
F_max	1.3	eV/Å
relative energy (zero: lowest compared OMol25 entry of this formula, charge and spin)	152.9	kJ/mol
energy	-1793.2084	hartree

Element x y z (Å)
O: -0.4192 -2.5530 1.9161
C: -1.0202 -1.6980 1.3085
N: -0.4550 -0.5569 0.8161
C: 0.8683 -0.1258 0.8979
C: 1.1956 1.0788 0.2704
C: 2.4905 1.5568 0.3133
C: 3.4613 0.8343 0.9811
S: 5.1517 1.4399 0.9994
O: 5.7947 0.9178 2.1688
O: 5.1084 2.8587 0.7956
N: 5.9310 0.7909 -0.3097
C: 6.2950 -0.6038 -0.2696
C: 5.2688 -1.4955 -0.9726
C: 5.0333 -0.9884 -2.3941
C: 4.5786 0.4691 -2.3511
C: 5.6238 1.3130 -1.6179
C: 3.1471 -0.3492 1.6208
C: 1.8536 -0.8372 1.5822
C: -2.5143 -1.8108 1.0186
C: -3.3152 -0.6809 1.6778
C: -4.8019 -0.8592 1.3547
N: -4.9914 -0.8676 -0.0749
C: -5.5468 0.0935 -0.8537
O: -5.6238 -0.0371 -2.0671
C: -6.0995 1.3172 -0.2420
C: -6.9969 2.1688 -0.8364
C: -7.1921 3.2372 0.0633
C: -6.3928 2.9733 1.1334
O: -5.7297 1.8202 0.9629
C: -4.3147 -1.9754 -0.7178
C: -2.8069 -1.8606 -0.4863
H: -1.0650 0.0730 0.3133
H: 0.4306 1.6398 -0.2480
H: 2.7610 2.4928 -0.1490
H: 6.4047 -0.8667 0.7825
H: 7.2699 -0.7123 -0.7600
H: 4.3262 -1.4809 -0.4217
H: 5.6372 -2.5221 -0.9909
H: 4.2812 -1.6029 -2.8925
H: 5.9622 -1.0618 -2.9647
H: 3.6205 0.5345 -1.8311
H: 4.4467 0.8575 -3.3621
H: 5.2852 2.3388 -1.4719
H: 6.5522 1.3315 -2.2012
H: 3.9213 -0.8711 2.1605
H: 1.5977 -1.7590 2.0767
H: -2.8306 -2.7608 1.4630
H: -2.9946 0.2953 1.3074
H: -3.1679 -0.7000 2.7583
H: -5.1454 -1.8242 1.7473
H: -5.3897 -0.0719 1.8189
H: -7.4496 2.0259 -1.7953
H: -7.8321 4.0847 -0.0691
H: -6.2113 3.5089 2.0447
H: -4.6918 -2.9145 -0.3003
H: -4.5475 -1.9352 -1.7831
H: -2.4516 -0.9546 -0.9826
H: -2.3005 -2.7151 -0.9368

***

Here is 9 unconnected molecules or ions with the total composition C26H54O22 from OMol25. Energies are from ωB97M-V with the def2-TZVPD basis set.

Properties
structure (SMILES)	C[C@H]1COC(=O)O1.C[C@H]1COC(=O)O1.C[C@H]1COC(=O)O1.C[C@H]1COC(=O)O1.OCCO.OCCO.OCCO.OCCO.OCCO
HOMO energy	-9.57	eV
F_max	2.8	eV/Å
energy	-2678.3178	hartree

Element x y z (Å)
C: 2.0267 3.9548 3.4830
C: 1.1582 4.6143 2.4563
C: -0.3341 4.3222 2.4848
O: -0.9423 5.5571 2.1915
C: 0.0416 6.5280 2.2125
O: -0.1763 7.6349 1.8207
O: 1.2392 6.0040 2.6510
H: 1.6865 4.0107 4.4983
H: 2.9678 4.4925 3.4318
H: 2.1810 2.8551 3.2880
H: 1.5489 4.4190 1.3760
H: -0.6898 4.0759 3.4846
H: -0.7281 3.5555 1.7951
C: 0.2571 -7.0771 3.9721
C: 0.9377 -6.1052 3.0743
C: 2.4208 -6.2796 2.8911
O: 2.4573 -7.3846 1.9143
C: 1.3384 -7.2744 1.1938
O: 1.1255 -7.8203 0.1436
O: 0.4724 -6.3625 1.7259
H: 0.1599 -6.7764 4.9811
H: 0.8718 -7.9758 3.9440
H: -0.8103 -7.2543 3.6531
H: 0.6722 -5.0918 3.3364
H: 3.0269 -6.5753 3.7670
H: 2.9293 -5.4828 2.3951
C: 0.9331 -0.1197 0.1144
C: 2.1795 -0.7118 0.7396
C: 2.0268 -1.6632 1.9235
O: 3.0857 -2.6066 1.6324
C: 3.2840 -2.7247 0.2802
O: 3.7973 -3.6098 -0.3233
O: 2.7901 -1.5780 -0.2392
H: 1.2789 0.5930 -0.6080
H: 0.3983 0.4937 0.8975
H: 0.2631 -0.8671 -0.2779
H: 2.9370 0.0632 1.0088
H: 1.0339 -2.1375 1.9932
H: 2.2175 -1.0788 2.8758
C: 2.2943 7.1818 -1.5041
C: 1.7152 5.7632 -1.8097
C: 2.3850 4.8963 -2.8908
O: 2.8435 3.7356 -2.2598
C: 2.5701 3.7875 -0.9408
O: 2.7493 2.9415 -0.1247
O: 1.9430 4.9896 -0.6363
H: 3.3726 7.1746 -1.6074
H: 2.0676 7.3153 -0.4846
H: 1.8529 7.9163 -2.1689
H: 0.6038 5.8654 -1.8809
H: 3.1714 5.4597 -3.3749
H: 1.5541 4.5998 -3.5801
O: -1.3906 -3.4232 0.7661
C: -2.6258 -2.9008 0.3814
C: -2.6290 -1.7403 -0.7216
O: -2.1561 -2.1244 -2.0364
H: -1.0543 -3.8963 0.0276
H: -3.3740 -3.5817 -0.1004
H: -3.0586 -2.5495 1.3530
H: -2.1356 -0.8182 -0.3756
H: -3.6678 -1.4785 -0.8523
H: -1.1826 -2.3655 -1.9271
O: -3.2461 3.2805 -0.6703
C: -2.3476 3.1431 -1.7597
C: -0.9370 2.7447 -1.4253
O: -0.1039 2.7975 -2.5248
H: -3.0436 4.0225 -0.0618
H: -2.8329 2.3160 -2.3080
H: -2.2716 4.0133 -2.3715
H: -1.0115 1.7698 -0.9157
H: -0.5840 3.4539 -0.6481
H: -0.3259 2.0912 -3.1490
O: -0.8535 -5.3291 -1.2478
C: 0.5804 -5.3180 -1.3531
C: 0.9405 -4.1962 -2.2067
O: 0.5094 -2.9810 -1.5182
H: -1.1581 -6.1700 -0.7935
H: 0.9842 -5.2504 -0.3803
H: 1.0075 -6.2492 -1.7758
H: 0.3950 -4.3266 -3.1627
H: 2.0352 -4.2203 -2.4149
H: 1.0345 -2.2476 -1.8508
O: -1.4680 0.2736 -3.5483
C: -1.2706 -0.4842 -4.7367
C: -0.3665 0.3471 -5.6826
O: -1.0409 1.5309 -6.0932
H: -1.8147 -0.2931 -2.8656
H: -0.8443 -1.5171 -4.4366
H: -2.1969 -0.7252 -5.2016
H: -0.1771 -0.2597 -6.5581
H: 0.5560 0.6315 -5.2037
H: -1.5755 1.9337 -5.3977
O: -4.4581 1.0232 4.3527
C: -3.4453 1.2998 3.3838
C: -3.7419 0.6007 2.0650
O: -2.6883 1.0218 1.1353
H: -4.8096 0.1439 4.2446
H: -3.5232 2.3745 3.2562
H: -2.4457 1.0989 3.7992
H: -4.7130 0.9750 1.6921
H: -3.6669 -0.5247 2.1976
H: -2.9919 1.8406 0.7016

***

F_max of number 1 (C39H35MnN4O5P2Te)?
0.6 eV/Å